{"formula": "C4H14O3S2", "method": "ωB97M-V/def2-TZVPD", "species": ["S", "S", "O", "O", "O", "C", "C", "C", "C", "H", "H", "H", "H", "H", "H", "H", "H", "H", "H", "H", "H", "H", "H"], "positions_angstrom": [[-0.8563, -0.3113, 1.8871], [0.6391, 1.0404, 2.3318], [0.3835, 3.0543, -0.9625], [-3.0708, -0.6634, -0.8193], [-0.4114, -2.2326, -1.2967], [1.1266, 0.7972, -0.4691], [0.0164, -1.9040, 1.8120], [1.7301, 1.1651, 0.8619], [-0.0348, 1.6749, -0.9135], [0.1906, -2.2219, 2.8352], [2.0348, 2.2099, 0.8878], [0.5200, 3.3364, -1.8714], [-3.1651, -0.4916, 0.1384], [-0.3695, 1.3857, -1.9183], [-2.9597, -1.6202, -0.6916], [-0.8681, 1.6422, -0.2084], [0.8226, -0.2393, -0.4572], [2.5829, 0.5328, 1.0718], [1.8737, 0.9268, -1.2442], [1.0003, -1.8083, 1.3475], [-0.9068, -1.4136, -1.4536], [-0.5350, -2.5319, 1.1143], [0.2569, -2.3275, -1.9819]], "atomic_forces_ev_per_a": [[0.633, 0.200, -0.292], [-0.438, -0.182, 0.074], [-0.001, -0.064, 0.107], [0.055, -0.908, 1.304], [-0.202, -0.010, 0.135], [-0.448, 0.476, -0.260], [0.534, 0.553, -0.028], [-0.281, 0.039, 0.309], [0.102, 0.712, -0.072], [-0.335, -0.617, -0.112], [0.098, 0.029, -0.106], [-0.023, -0.177, 0.080], [0.065, 0.900, -0.524], [-0.136, -0.211, 0.309], [-0.026, -0.069, -0.891], [0.040, -0.159, -0.186], [-0.125, -0.344, -0.065], [0.271, -0.054, -0.043], [0.479, -0.180, -0.082], [-0.109, 0.338, -0.035], [0.215, -0.136, -0.121], [-0.198, -0.327, 0.574], [-0.171, 0.192, -0.074]], "lowdin_charge": [0.44, 0.50, -0.08, -0.08, -0.06, -0.27, -0.45, -0.52, -0.27, 0.03, 0.07, 0.08, 0.02, 0.12, 0.04, 0.08, 0.06, 0.06, 0.12, 0.03, 0.02, 0.01, 0.05], "orbital_gap_ev": 8.888, "e_tot_ev": -32187.8227, "smiles": "CSSCCCO.O.O"}

{"formula": "C2H9NO2", "method": "ωB97M-V/def2-TZVPD", "species": ["O", "O", "N", "C", "C", "H", "H", "H", "H", "H", "H", "H", "H", "H"], "positions_angstrom": [[0.5210, -2.1936, 0.2321], [2.6540, -0.3821, 1.0129], [-1.5320, -0.2606, -0.6923], [-1.7496, 1.0922, -0.7789], [-1.0862, 1.9693, -0.0116], [3.4635, 0.0571, 0.7231], [-2.0363, -0.9003, -1.2811], [1.2034, -1.8736, -0.3640], [2.8415, -1.3210, 1.1170], [-2.5060, 1.4503, -1.4561], [-0.2766, 1.6555, 0.6377], [-1.1981, 3.0417, -0.0960], [0.5573, -1.6574, 1.0334], [-0.8560, -0.6775, -0.0761]], "atomic_forces_ev_per_a": [[-0.266, -0.425, 0.216], [-0.113, 0.101, -0.065], [-0.716, -0.193, -0.663], [0.808, 0.203, 1.146], [0.274, 0.301, -0.306], [-0.115, -0.275, 0.107], [0.085, 0.138, 0.107], [0.010, 0.321, 0.147], [0.347, 0.140, 0.005], [-0.182, -0.237, -0.254], [-0.099, -0.182, 0.086], [-0.302, -0.113, -0.119], [0.321, 0.022, -0.203], [-0.052, 0.199, -0.204]], "lowdin_charge": [-0.06, -0.06, 0.04, -0.30, -0.05, 0.05, 0.08, 0.04, 0.03, 0.10, 0.03, 0.03, 0.03, 0.04], "orbital_gap_ev": 8.093, "e_above_lowest_kcal_mol": 10.0, "e_tot_ev": -7804.2933, "smiles": "C=CN.O.O"}

{"formula": "C5H7ClOS", "method": "ωB97M-V/def2-TZVPD", "species": ["Cl", "S", "O", "C", "C", "C", "C", "C", "H", "H", "H", "H", "H", "H", "H"], "positions_angstrom": [[-0.8299, 2.2684, -0.1215], [-3.3230, 0.4740, 0.0714], [-1.6324, -1.5235, -0.2178], [1.5142, 0.0324, -0.0119], [-1.8671, -0.2387, -0.0544], [0.4102, 0.0716, -1.0611], [-0.5411, 0.5406, 0.0824], [0.4661, 0.1096, 1.1862], [0.7362, 0.6746, 2.0190], [2.1146, 0.9112, 0.1284], [0.1995, -0.8714, 1.5248], [2.2425, -0.7277, -0.0763], [0.7570, 0.7554, -1.8912], [0.2958, -0.8529, -1.6672], [-0.5424, -1.6236, 0.0891]], "atomic_forces_ev_per_a": [[0.379, 0.312, 0.540], [0.144, -0.839, -0.314], [4.121, -1.063, 1.521], [-0.094, 0.208, 1.744], [-0.199, 1.584, 1.150], [2.513, 1.002, -1.418], [-1.346, 0.106, -1.698], [0.484, -1.334, -3.226], [-0.016, 1.346, 1.103], [0.041, 0.863, -0.724], [-0.231, -0.734, 0.460], [0.556, -1.400, 0.241], [-1.200, -0.008, 1.017], [-0.585, 0.154, 1.138], [-4.568, -0.198, -1.534]], "lowdin_charge": [0.67, 0.72, -0.04, -0.17, -0.93, -0.19, -0.81, -0.10, 0.09, 0.10, 0.10, 0.09, 0.13, 0.13, 0.21], "orbital_gap_ev": 8.958, "e_above_lowest_kcal_mol": 50.8, "e_tot_ev": -30701.1701, "smiles": "OC(=S)C1(Cl)CCC1"}